[1]
Molecular formula: C22H20N6O2
Method: DFT, ωB97M-V with the def2-TZVPD basis set

Last column: Löwdin charge in e.
Positions of all 50 atoms, in Å:
1 N 4.58 -0.09 5.49  0.16
2 C 3.98 0.72 4.93  -0.14
3 C 3.30 1.79 4.22  -0.43
4 N 2.01 1.51 3.61  0.13
5 C 1.84 0.94 2.35  -0.39
6 O 2.81 0.57 1.70  0.08
7 C 0.44 0.81 1.72  -0.20
8 C -0.52 0.27 2.80  -0.10
9 C -1.95 0.10 2.29  -0.19
10 C -2.64 1.15 1.63  -0.02
11 C -3.88 0.88 1.10  -0.06
12 C -4.44 -0.43 1.26  -0.12
13 N -3.76 -1.43 1.87  0.06
14 C -2.51 -1.17 2.31  -0.10
15 N 0.48 -0.07 0.54  0.12
16 C 0.21 0.29 -0.76  -0.42
17 O -0.20 1.42 -0.99  0.06
18 C 0.31 -0.75 -1.82  -0.11
19 C 1.12 -1.89 -1.62  -0.02
20 C 1.28 -2.84 -2.63  -0.07
21 C 0.57 -2.77 -3.82  -0.01
22 C -0.30 -1.68 -4.00  -0.12
23 C -1.17 -1.63 -5.19  -0.30
24 N -1.27 -2.61 -6.07  0.10
25 C -2.08 -2.16 -7.07  -0.16
26 C -2.53 -0.90 -6.79  -0.11
27 N -1.97 -0.58 -5.58  0.09
28 C -0.37 -0.63 -3.05  0.05
29 C 4.17 2.75 3.44  -0.05
30 C 3.48 3.21 4.68  -0.06
31 H 1.17 1.77 4.12  0.13
32 H 0.09 1.83 1.42  0.16
33 H -0.56 0.96 3.64  0.11
34 H -0.13 -0.69 3.12  0.12
35 H -2.20 2.13 1.49  0.11
36 H -4.42 1.63 0.61  0.09
37 H -5.43 -0.63 0.90  0.10
38 H -1.93 -2.01 2.65  0.11
39 H 0.97 -0.95 0.64  0.12
40 H 1.67 -1.98 -0.66  0.12
41 H 1.97 -3.66 -2.48  0.11
42 H 0.70 -3.54 -4.57  0.11
43 H -2.38 -2.68 -7.96  0.09
44 H -3.13 -0.30 -7.43  0.10
45 H -2.08 0.31 -5.06  0.16
46 H -1.02 0.20 -3.14  0.10
47 H 5.25 2.60 3.51  0.12
48 H 3.81 3.03 2.45  0.12
49 H 4.02 3.30 5.62  0.12
50 H 2.65 3.92 4.57  0.12

Results
HOMO level ... -8.268 eV
Lowest unoccupied orbital energy ... 0.292 eV
Net charge ... 0
Orbital gap ... 8.560 eV
Max |F| ... 2.06 eV/A
ΔE to the lowest compared entry with this formula, charge and spin ... 34.9 kcal per mole

***

[2]
Molecular formula: C25H36B3CaF12O21
Method: DFT, ωB97M-V with the def2-TZVPD basis set

Last column: Löwdin charge in e.
Positions of all 98 atoms, in Å:
1 Ca -2.39 2.04 -1.80  1.64
2 B -3.24 4.02 -0.04  -1.30
3 F -4.09 3.03 -0.50  0.09
4 F -2.52 3.54 1.07  0.12
5 F -2.37 4.30 -1.10  0.07
6 F -3.81 5.25 0.33  0.11
7 B -3.29 2.34 -4.21  -1.34
8 F -3.75 2.31 -5.50  0.18
9 F -2.49 1.18 -3.91  0.01
10 F -2.51 3.42 -3.91  0.14
11 F -4.28 2.41 -3.24  0.10
12 B -0.96 0.22 -0.36  -1.34
13 F 0.11 1.12 -0.30  0.13
14 F -2.11 0.84 0.14  0.09
15 F -1.26 0.02 -1.70  0.08
16 F -0.57 -0.97 0.26  0.14
17 C -2.60 0.81 3.28  -0.09
18 C -1.77 -0.43 2.92  -0.11
19 O -1.69 -1.12 4.17  0.05
20 C -2.06 -0.31 5.17  -0.59
21 O -2.03 -0.64 6.32  0.14
22 O -2.57 0.84 4.72  0.08
23 H -3.58 0.84 2.79  0.13
24 H -2.09 1.70 2.91  0.12
25 H -0.79 -0.16 2.55  0.10
26 H -2.35 -1.08 2.26  0.13
27 C 3.21 1.11 -1.14  -0.06
28 C 3.70 -0.02 -0.19  -0.09
29 O 3.41 -1.21 -0.90  0.07
30 C 3.35 -0.94 -2.19  -0.61
31 O 3.28 -1.75 -3.08  0.16
32 O 3.32 0.37 -2.40  0.06
33 H 3.83 1.99 -1.03  0.10
34 H 2.17 1.42 -1.03  0.12
35 H 3.03 0.07 0.66  0.11
36 H 4.75 0.18 0.02  0.14
37 C -0.97 -3.98 -1.02  -0.12
38 C 0.14 -3.26 -1.81  -0.10
39 O 0.98 -4.32 -2.23  0.08
40 C 0.72 -5.43 -1.52  -0.58
41 O 1.33 -6.43 -1.55  0.16
42 O -0.42 -5.25 -0.76  0.04
43 H -1.90 -4.05 -1.58  0.11
44 H -1.14 -3.38 -0.13  0.12
45 H 0.59 -2.56 -1.11  0.10
46 H -0.22 -2.70 -2.67  0.14
47 C 1.61 1.55 3.04  -0.01
48 C 2.06 3.01 3.12  -0.28
49 C 3.36 3.22 3.92  -0.09
50 O 4.27 3.78 3.00  0.09
51 C 3.67 3.98 1.83  -0.56
52 O 4.12 4.55 0.87  0.14
53 O 2.42 3.48 1.83  0.10
54 H 2.37 0.83 2.75  0.07
55 H 0.71 1.37 2.45  0.08
56 H 1.29 1.19 4.02  0.09
57 H 1.23 3.59 3.53  0.16
58 H 3.66 2.25 4.31  0.13
59 H 3.19 3.80 4.83  0.13
60 C 4.01 4.54 -2.42  -0.02
61 C 2.75 4.43 -3.25  -0.30
62 C 2.62 3.17 -4.04  -0.09
63 O 1.30 2.70 -3.79  0.12
64 C 0.79 3.35 -2.77  -0.55
65 O -0.26 3.11 -2.26  0.08
66 O 1.61 4.34 -2.38  0.12
67 H 3.92 5.38 -1.73  0.09
68 H 4.85 4.81 -3.08  0.09
69 H 4.28 3.66 -1.86  0.06
70 H 2.65 5.30 -3.90  0.16
71 H 3.32 2.39 -3.73  0.12
72 H 2.79 3.26 -5.11  0.14
73 C -4.88 -3.12 -0.01  0.00
74 C -4.63 -3.17 -1.52  -0.29
75 C -5.88 -2.81 -2.36  -0.07
76 O -5.84 -1.38 -2.32  0.09
77 C -4.63 -0.96 -1.96  -0.54
78 O -4.26 0.17 -1.89  0.15
79 O -3.82 -2.02 -1.78  0.07
80 H -4.03 -3.38 0.61  0.08
81 H -5.64 -3.88 0.22  0.09
82 H -5.35 -2.17 0.26  0.10
83 H -4.20 -4.09 -1.92  0.14
84 H -6.81 -3.25 -2.02  0.13
85 H -5.76 -3.04 -3.42  0.14
86 C 1.76 -5.41 2.23  -0.01
87 C 2.34 -4.07 2.62  -0.29
88 C 2.17 -2.91 1.61  -0.06
89 O 1.87 -1.84 2.48  0.06
90 C 1.49 -2.26 3.69  -0.56
91 O 1.09 -1.59 4.59  0.17
92 O 1.66 -3.60 3.79  0.09
93 H 1.09 -5.88 2.96  0.09
94 H 2.47 -6.24 2.15  0.08
95 H 1.19 -5.45 1.30  0.06
96 H 3.40 -4.21 2.83  0.15
97 H 1.35 -3.04 0.89  0.12
98 H 3.15 -2.85 1.15  0.13

Results
HOMO level ... -8.661 eV
Lowest unoccupied orbital energy ... 1.937 eV
Net charge ... -1
Orbital gap ... 10.599 eV
Max |F| ... 3.03 eV/A